{"formula": "C10H30FO5", "method": "ωB97M-V/def2-TZVPD", "de_lowest_kj_mol": 363.1, "fmax_ev_per_a": 1.89, "orbital_gap_ev": 7.56, "charge": -1, "e_homo_ha": -0.1681, "multiplicity": 1, "elements": ["F", "C", "C", "O", "H", "H", "H", "H", "H", "H", "C", "C", "O", "H", "H", "H", "H", "H", "H", "C", "C", "O", "H", "H", "H", "H", "H", "H", "C", "C", "O", "H", "H", "H", "H", "H", "H", "C", "C", "O", "H", "H", "H", "H", "H", "H"], "positions_angstrom": [[-1.4263, -0.5262, -1.2132], [-0.8293, 0.3832, 4.9830], [-0.7975, 0.7965, 3.5219], [-0.4332, -0.3036, 2.6394], [-1.6724, -0.2920, 5.1291], [-0.8296, 1.2198, 5.6818], [0.0609, -0.2027, 5.2114], [-0.0496, 1.5617, 3.3140], [-1.7329, 1.1915, 3.1255], [-0.7029, -0.1418, 1.7324], [-3.7256, -3.1501, 2.2747], [-4.5897, -1.9986, 1.8323], [-4.4208, -1.8470, 0.4337], [-3.6857, -3.1066, 3.3631], [-2.7049, -3.1270, 1.8930], [-4.2460, -3.9939, 1.8216], [-4.3717, -1.0319, 2.2864], [-5.6293, -2.2546, 2.0372], [-3.6023, -1.4379, 0.1435], [4.7155, 0.5794, -0.9040], [3.3710, -0.0300, -0.5349], [2.4132, 0.4095, -1.5484], [5.3566, 0.2325, -1.7144], [5.3354, 0.5090, -0.0102], [4.6835, 1.6583, -1.0559], [3.2165, 0.3267, 0.4834], [3.3116, -1.1130, -0.4266], [1.5527, 0.2092, -1.1728], [4.0915, -2.6716, -4.7673], [2.6474, -2.5455, -5.2658], [1.6170, -2.1007, -4.3368], [4.6155, -3.3714, -5.4184], [4.0835, -2.8691, -3.6954], [4.6204, -1.7277, -4.8984], [2.2649, -3.5143, -5.5871], [2.6826, -2.0111, -6.2152], [1.9067, -1.4828, -3.6617], [-1.7415, 4.9000, 0.6906], [-2.2972, 3.8468, -0.2448], [-1.2257, 3.4096, -0.9914], [-2.4691, 5.2445, 1.4254], [-1.5426, 5.7812, 0.0807], [-0.8020, 4.6960, 1.2043], [-3.0122, 4.3133, -0.9224], [-2.8595, 3.1260, 0.3489], [-1.1472, 2.4562, -1.0720]], "forces_ev_per_angstrom": [[0.073, 0.336, 0.593], [0.157, -0.676, -0.643], [0.548, -0.106, -1.807], [0.009, -0.218, 1.514], [-0.125, 0.177, 0.293], [-0.323, 0.089, -0.203], [0.144, -0.006, -0.103], [0.105, 0.340, 0.463], [-0.330, 0.118, 0.536], [-0.239, 0.203, -0.303], [-0.223, 0.311, 0.319], [1.231, 0.719, -1.240], [-1.573, -0.279, -0.556], [-0.065, -0.778, 0.163], [-0.100, 0.317, -0.075], [0.364, -0.540, 0.588], [0.114, -0.033, 0.545], [-0.132, 0.181, -0.196], [0.636, 0.208, 0.234], [1.055, 0.160, 0.723], [-0.015, 0.745, -1.423], [0.869, -0.441, 1.463], [-0.607, -0.651, -0.258], [0.281, -0.236, 0.143], [-0.711, 0.061, -0.055], [-0.847, 0.460, -0.064], [0.478, -0.192, -0.385], [-0.748, -0.059, -0.276], [-0.717, 0.925, -0.008], [-0.707, -0.366, 0.417], [0.936, -0.505, -1.122], [0.047, -0.387, 0.490], [0.322, -0.619, -0.138], [-0.058, 0.205, 0.093], [0.131, -0.286, 0.282], [-0.346, 0.803, 0.115], [0.389, 0.294, -0.080], [-0.386, 1.456, -0.010], [-0.234, 0.587, 0.960], [1.067, -0.697, -0.786], [-0.169, -0.156, 0.157], [0.220, 0.180, -0.036], [-0.146, -0.647, -0.109], [-0.328, 0.137, 0.036], [0.300, -0.672, -0.254], [-0.351, -0.462, 0.003]], "mulliken_charge": [-0.92, -1.08, -0.04, -0.58, 0.26, 0.34, 0.28, 0.25, 0.25, 0.30, -0.89, -0.27, -0.54, 0.27, 0.30, 0.29, 0.24, 0.25, 0.32, -1.16, -0.06, -0.53, 0.28, 0.36, 0.30, 0.22, 0.30, 0.28, -0.99, -0.19, -0.50, 0.33, 0.29, 0.27, 0.26, 0.24, 0.30, -1.08, -0.13, -0.52, 0.33, 0.30, 0.29, 0.20, 0.27, 0.31]}

=====

{"formula": "CH5OPS", "method": "ωB97M-V/def2-TZVPD", "de_lowest_kj_mol": 383.4, "fmax_ev_per_a": 2.91, "orbital_gap_ev": [7.81, 7.64], "e_homo_ha": [-0.3402, -0.3468], "multiplicity": 1, "elements": ["C", "O", "P", "S", "H", "H", "H", "H", "H"], "positions_angstrom": [[1.1213, -1.0339, -0.4562], [0.4480, -0.2485, -1.3160], [-0.8608, 1.5420, 0.6184], [-1.7310, 0.2550, -0.7079], [0.6190, -1.9848, -0.2235], [1.4174, -0.5197, 0.4760], [2.0404, -1.2995, -1.0078], [-1.1084, 0.8853, 1.8319], [-1.9457, 2.4040, 0.7851]], "forces_ev_per_angstrom": [[0.530, -0.772, 1.036], [-2.455, 1.189, -1.003], [0.208, 0.193, 0.220], [1.965, -0.768, -0.514], [0.031, 0.097, -0.020], [-0.034, -0.155, -0.080], [0.020, 0.021, 0.161], [-0.004, -0.180, 0.292], [-0.261, 0.375, -0.091]], "mulliken_charge": [-0.47, -0.42, -0.01, -0.01, 0.25, 0.26, 0.25, 0.08, 0.07]}

=====

{"formula": "C23H36AsF5NO5PdS2SbTe", "method": "ωB97M-V/def2-TZVPD", "de_lowest_kj_mol": 0.0, "fmax_ev_per_a": 0.30, "orbital_gap_ev": 6.96, "charge": -2, "e_homo_ha": -0.1026, "multiplicity": 1, "elements": ["Pd", "C", "Sb", "C", "C", "H", "H", "H", "H", "H", "H", "H", "H", "H", "O", "C", "N", "S", "O", "O", "C", "C", "C", "C", "C", "C", "H", "H", "H", "H", "C", "S", "O", "C", "C", "C", "C", "C", "C", "H", "H", "H", "H", "H", "H", "H", "H", "C", "C", "As", "C", "C", "C", "C", "H", "H", "H", "H", "H", "H", "H", "H", "H", "H", "H", "H", "H", "H", "H", "F", "Te", "F", "F", "F", "F", "O"], "positions_angstrom": [[-0.3805, 0.3260, -0.3360], [-0.2474, 2.7819, 2.5237], [-0.3445, 0.7080, 2.1083], [-2.0237, 0.1590, 3.2720], [1.1868, -0.0188, 3.4250], [-0.3201, 2.9688, 3.5958], [-1.0883, 3.2386, 2.0065], [0.6894, 3.1702, 2.1278], [-1.8842, 0.5155, 4.2947], [-2.1366, -0.9229, 3.2566], [-2.9068, 0.5956, 2.8107], [1.0711, 0.4248, 4.4152], [2.1588, 0.2444, 3.0103], [1.1067, -1.1035, 3.5038], [2.3745, 1.5111, 0.7384], [2.5625, 0.6106, -0.0680], [1.6257, -0.2444, -0.5525], [2.2754, -1.4799, -1.4005], [1.7904, -1.5848, -2.7426], [2.2830, -2.6821, -0.5985], [3.9213, -0.8238, -1.3991], [5.0575, -1.3017, -2.0215], [6.2317, -0.5822, -1.8376], [6.2502, 0.5694, -1.0512], [5.0952, 1.0265, -0.4298], [3.9289, 0.3084, -0.6201], [5.0281, -2.1934, -2.6338], [7.1442, -0.9161, -2.3169], [7.1781, 1.1158, -0.9324], [5.0786, 1.9227, 0.1761], [-0.9924, 3.1621, -2.3540], [0.3390, 3.4396, -1.1912], [1.5913, 3.6382, -1.9827], [-0.1920, 5.0820, -0.6839], [-1.3970, 5.2418, -0.0072], [-1.7692, 6.5047, 0.4256], [-0.9406, 7.5974, 0.1921], [0.2625, 7.4242, -0.4776], [0.6430, 6.1615, -0.9161], [-0.9836, 3.9640, -3.0925], [-1.9324, 3.1069, -1.8023], [-0.8083, 2.1722, -2.7778], [-2.0381, 4.3837, 0.1685], [-2.7094, 6.6357, 0.9471], [-1.2351, 8.5825, 0.5346], [0.9094, 8.2750, -0.6586], [1.5744, 5.9841, -1.4403], [0.5050, -5.1289, -2.1653], [-0.8819, -5.2038, -1.5375], [-1.5109, -3.4540, -0.8434], [-3.3320, -4.0436, -0.3337], [-3.5347, -5.4347, 0.2537], [-0.6485, -3.4130, 0.9437], [-0.1249, -4.7101, 1.5453], [0.7861, -6.0818, -2.6279], [1.2641, -4.8698, -1.4284], [0.5492, -4.3497, -2.9285], [-0.9193, -5.9698, -0.7594], [-1.6228, -5.4837, -2.2942], [-3.9311, -3.9285, -1.2420], [-3.6848, -3.2700, 0.3474], [-3.2036, -6.2250, -0.4243], [-4.5938, -5.6112, 0.4690], [-2.9918, -5.5595, 1.1921], [-1.3981, -2.9388, 1.5839], [0.1757, -2.7064, 0.8408], [-0.9087, -5.4579, 1.6761], [0.3242, -4.5281, 2.5274], [0.6501, -5.1513, 0.9150], [-3.3045, -1.0555, 0.8890], [-3.6389, 0.3731, -0.5200], [-5.5573, -0.3034, -0.7036], [-4.4657, 1.2122, 0.9786], [-4.1876, 2.0683, -1.3937], [-0.7835, 0.2272, -2.2951], [-2.0575, 1.2986, 0.1267]], "forces_ev_per_angstrom": [[0.224, -0.135, 0.155], [0.002, -0.026, 0.025], [0.031, 0.023, -0.070], [-0.014, 0.015, 0.014], [0.029, -0.004, -0.027], [0.005, -0.004, -0.001], [0.000, 0.020, 0.018], [-0.007, -0.003, -0.004], [0.000, 0.004, -0.007], [-0.004, -0.008, -0.003], [-0.011, 0.000, -0.005], [-0.008, -0.004, 0.007], [-0.021, 0.003, 0.016], [0.006, -0.005, -0.002], [0.002, 0.043, -0.013], [0.059, -0.031, 0.083], [-0.046, 0.035, -0.109], [-0.062, -0.002, 0.019], [0.003, -0.017, -0.003], [-0.028, -0.055, -0.025], [0.043, -0.032, -0.009], [-0.007, 0.020, 0.018], [0.014, 0.004, 0.000], [0.002, -0.007, -0.001], [-0.012, -0.003, -0.009], [-0.013, 0.020, 0.004], [-0.003, 0.000, 0.003], [0.003, 0.005, 0.004], [0.001, 0.000, 0.001], [0.005, 0.001, 0.003], [-0.038, -0.015, 0.002], [0.009, -0.060, -0.122], [0.045, 0.126, 0.008], [-0.060, -0.012, 0.076], [-0.031, 0.008, 0.001], [0.003, -0.016, -0.003], [0.015, 0.007, -0.008], [-0.006, 0.023, 0.003], [-0.006, -0.047, 0.007], [0.018, -0.006, 0.002], [-0.003, 0.002, -0.015], [0.001, -0.017, -0.011], [-0.006, -0.009, -0.012], [0.000, -0.004, -0.004], [0.005, 0.001, -0.001], [-0.001, 0.001, 0.002], [0.001, 0.002, -0.001], [0.006, 0.008, -0.034], [-0.012, -0.006, 0.001], [-0.023, 0.000, -0.024], [-0.015, 0.021, -0.059], [-0.012, -0.003, 0.040], [-0.047, 0.020, 0.002], [0.007, -0.014, 0.004], [0.004, 0.018, 0.006], [0.033, 0.016, 0.042], [-0.007, 0.002, -0.005], [0.015, 0.003, 0.005], [-0.005, 0.001, 0.016], [0.018, -0.020, 0.010], [-0.011, 0.056, 0.029], [0.001, 0.020, 0.001], [0.004, -0.005, -0.004], [-0.002, 0.013, 0.007], [0.005, -0.013, 0.009], [-0.007, 0.026, -0.006], [-0.002, -0.005, -0.001], [-0.001, -0.001, -0.007], [0.002, 0.010, -0.006], [-0.010, -0.063, -0.087], [0.031, -0.028, 0.045], [-0.043, 0.006, 0.042], [0.011, 0.009, 0.038], [0.003, 0.038, -0.039], [-0.002, 0.037, 0.000], [-0.082, 0.017, -0.032]], "mulliken_charge": [1.40, -1.12, 1.10, -1.33, -1.33, 0.50, 0.12, 0.24, 0.47, 0.29, 0.35, 0.42, 0.32, 0.34, -0.66, 0.24, 0.39, 1.07, -0.66, -0.65, 0.00, -0.64, -0.49, -0.53, -0.59, 0.00, 0.46, 0.37, 0.37, 0.45, -0.86, 1.03, -0.79, -0.05, -0.23, -0.76, -0.37, -0.47, -0.49, 0.44, 0.17, 0.20, 0.23, 0.40, 0.35, 0.35, 0.45, -1.07, -0.92, 0.32, -0.46, -1.04, 0.46, -1.24, 0.40, 0.15, 0.31, 0.39, 0.47, 0.41, 0.15, 0.22, 0.40, 0.18, 0.20, -0.32, 0.21, 0.39, 0.25, -0.50, 1.32, -0.58, -0.47, -0.56, -0.96, -0.60]}